(1)
Density functional theory data (ωB97M-V/def2-TZVPD) for 2 unconnected molecules or ions with the total composition C4H9N.

XYZ file:
```
14
C4H9N | OMol25 | ωB97M-V/def2-TZVPD
C 0.70 0.64 -2.10
C 1.58 0.52 -1.11
C 1.76 -0.74 -0.30
H 0.62 1.59 -2.61
H 0.18 -0.23 -2.49
H 2.17 1.38 -0.80
H 0.80 -1.24 -0.18
H 2.14 -0.49 0.69
H 2.38 -1.49 -0.79
C -2.61 -0.34 1.90
N -2.30 0.68 2.57
H -2.94 -1.22 2.45
H -2.52 -0.48 0.82
H -1.98 1.42 1.94
```

Properties
* orbital gap: 10.74 eV
* SMILES: C=CC.C=N
* E_HOMO: -9.8 eV
* lowest unoccupied orbital energy: 0.97 eV



(2)
Density functional theory data (ωB97M-V/def2-TZVPD) for a molecular structure, C3H2O2Y at a distorted geometry.

XYZ file:
```
8
C3H2O2Y | OMol25 | ωB97M-V/def2-TZVPD
O 0.57 -0.66 -0.80
O -0.86 0.54 0.19
C 1.09 -0.44 0.45
C 0.20 0.36 1.08
C -0.65 -0.17 -0.87
H -0.03 0.45 2.14
Y -2.29 -0.40 -2.78
H 1.98 0.32 0.59
```

Properties
* charge: +3
* orbital gap (alpha / beta): 5.44 / 5.44 eV
* E_HOMO (alpha / beta): -22.6 / -22.6 eV
* lowest unoccupied orbital energy (alpha / beta): -17.19 / -17.19 eV



(3)
Density functional theory data (ωB97M-V/def2-TZVPD) for a single C3H5BrN2 molecule at a distorted geometry.

XYZ file:
```
11
C3H5BrN2 | OMol25 | ωB97M-V/def2-TZVPD
C 0.39 0.54 1.41
N 0.39 -0.47 0.42
C 0.72 0.02 -1.05
C -0.51 -0.32 -1.42
Br -1.46 -0.30 -3.04
N -1.02 -0.54 -0.10
H -0.34 1.31 1.11
H -0.07 -0.05 2.28
H 1.40 0.97 1.71
H 1.71 0.34 -1.48
H -1.21 -1.49 0.15
```

Properties
* orbital gap: 9.86 eV
* SMILES: Cn1cc(Br)[nH]1
* E_HOMO: -9.0 eV
* lowest unoccupied orbital energy: 0.87 eV



Number 1: E_tot -212.494224 Ha. Number 2: E_tot -302.825949 Ha. Number 3: E_tot -2800.710587 Ha.